The following is a DFT calculation (wB97M-V/def2-TZVPD) of a 2-piece molecular cluster, C5H13NO overall in a non-equilibrium geometry.

Calculated values
Energy above the lowest of the compared OMol25 structures with the same formula, charge and spin ... 50.99 kcal per mole
F_max ... 5.3 eV/Å
HOMO-LUMO gap ... 0.301 Eh
Total energy ... -328.23758 a.u.

Geometry as ORCA input:
```
! wB97M-V def2-TZVPD RIJCOSX def2/J DEFGRID3
* xyz 0 1
C -0.0065 1.9409 1.8343
C -0.0538 1.5992 0.2762
C 0.0814 0.0920 0.1942
C -1.0047 -0.7138 -0.4537
C -0.8917 -1.8050 -1.2198
N -2.2396 -0.2285 -0.1813
H -0.6205 1.3302 2.4515
H -0.3015 3.0337 1.8801
H 0.8945 1.7751 2.2336
H -0.9556 2.0858 -0.1487
H 0.7491 2.1781 -0.1878
H 1.0730 -0.2473 -0.1788
H 0.1133 -0.3233 1.2660
H 0.0967 -2.2080 -1.6779
H -1.7438 -2.3033 -1.4419
H -2.3595 0.7383 0.2281
H -3.0518 -0.7543 -0.4259
H 3.7305 -1.3969 -1.1617
H 3.4576 -2.8200 -1.8049
O 3.0329 -1.9731 -1.4818
*
```

Mulliken atomic charge list, values in e, 8 entries: -1.37, -0.53, -0.34, 0.71, -1.12, -0.37, 0.42, 0.30